Below is a cluster of 10 separate species, C57H133N7O10 in total, with properties calculated with the ωB97M-V functional and the def2-TZVPD basis.

XYZ file:
```
207
C57H133N7O10, DFT the ωB97M-V functional and the def2-TZVPD basis
C -0.56 3.88 3.82
C 2.54 5.42 0.11
O -0.92 -0.67 -0.35
C 0.13 7.20 0.05
H -4.94 -3.18 3.62
H -3.59 4.23 -0.45
H -0.94 4.85 3.50
H -0.43 -1.32 -0.87
H 1.97 0.39 -1.96
H -1.61 -6.87 3.83
H 3.89 -3.50 -4.53
H -0.76 3.04 3.16
H 2.78 1.72 -5.51
C -5.03 0.30 -2.69
H 2.78 -6.52 -3.09
H -0.70 -2.17 3.63
C 6.35 -0.92 -4.20
H -3.21 1.85 3.02
H -2.14 3.53 0.15
C 6.35 -4.59 -0.84
H -3.18 0.15 4.52
C 1.99 8.66 1.02
H 0.45 5.34 5.91
H 1.33 -0.21 -3.33
H 1.65 -3.09 1.26
C 4.89 -3.09 -4.44
H -4.63 1.68 -5.00
H 1.57 3.72 3.51
H -5.63 -0.01 -3.55
H -0.64 5.45 1.32
H 0.27 -2.07 -2.55
C -2.56 4.02 -0.73
O 1.14 -5.36 -2.56
H 0.78 4.34 -0.40
H 0.16 -5.54 2.17
H -5.76 0.80 -2.06
H 0.42 -3.97 -3.95
C -4.34 -2.28 3.48
H 3.94 0.35 -7.23
H -3.72 4.60 -2.83
H -3.79 4.07 -5.15
H -2.03 4.59 -3.56
C -4.25 2.01 3.30
H 4.09 4.52 -1.06
H 6.18 -3.55 -0.58
H 2.22 9.36 -1.62
H 2.07 -4.54 1.78
H 3.39 -1.83 -1.99
H -1.53 -4.11 1.27
H 0.16 -4.08 5.41
H 3.61 4.49 1.75
C -1.02 2.55 -2.20
H -6.92 1.38 3.05
H -2.45 2.80 -4.88
H 5.24 -3.35 -3.44
C 3.20 -3.90 -0.05
C 4.89 -1.52 -4.41
C -4.22 -0.09 4.74
H 4.40 6.00 1.24
H 3.69 -3.68 -1.87
H -4.71 -1.64 0.12
H 0.79 -6.61 4.59
H -2.46 0.65 -0.90
H 3.91 -3.14 0.28
H 7.13 -1.37 -4.82
C -1.19 0.26 1.87
C -2.75 0.28 -3.76
H -0.83 1.72 -1.51
H -2.17 -0.24 -3.00
C 4.26 0.27 -6.19
H -4.38 -3.19 0.94
H 3.59 7.20 -2.08
C -1.87 -4.96 1.86
H 3.77 -1.76 -6.29
H 0.66 -0.66 5.49
O 0.20 -3.74 4.52
O 5.09 -5.20 -1.16
H 2.46 -5.05 -4.09
C -1.94 -3.29 -2.63
O -5.44 0.57 1.29
H -2.69 -4.05 -2.86
H -6.96 0.03 4.23
H 1.87 -8.02 4.25
H -4.23 2.66 4.18
H 6.93 -5.17 -0.12
C 1.96 -4.04 0.82
H -4.76 2.53 2.49
N 2.79 -3.56 -1.43
H 2.94 6.02 2.16
H 1.74 8.20 1.98
C 1.19 5.21 5.13
C 3.45 5.49 1.35
H -1.80 -7.90 2.47
H 1.76 -0.41 0.05
H -7.09 -1.54 1.33
H -2.00 0.74 -4.40
C -0.26 -2.45 4.58
C 3.05 4.26 -0.83
C 0.85 3.92 4.31
C 2.02 -5.91 -3.58
N -3.39 1.93 -1.85
N -0.58 -6.56 0.56
O 0.90 2.84 5.17
C -3.81 1.19 -3.09
H 0.72 6.29 2.02
H -3.25 -1.94 0.87
C 3.38 0.45 -3.75
C 0.97 -1.44 4.80
C -6.45 0.94 3.93
H 1.53 -6.57 -4.30
H 1.03 1.11 0.51
H 1.86 -6.61 3.20
H -0.57 6.94 -0.74
H -1.00 2.24 -3.24
H 5.61 -3.48 -5.16
C -3.30 3.35 -4.48
H 2.42 4.32 -1.72
C -6.58 -2.00 2.18
C 1.33 8.76 -1.47
H -6.83 -3.06 2.15
C -1.11 -7.19 2.92
C 2.04 0.56 -3.03
H 1.33 -0.90 3.92
C -0.66 -3.84 -2.14
H -1.99 -3.14 5.75
C -4.32 -2.11 1.02
N 3.86 -0.99 -3.51
C 1.05 0.05 0.74
H 5.05 1.01 -6.12
H -4.38 0.32 5.74
C 1.23 -7.24 3.83
H -4.70 0.77 0.72
H 1.13 6.08 4.47
C -4.58 -1.60 4.84
C -0.78 -6.03 1.93
H -1.77 -1.45 5.65
H 1.30 4.18 1.25
H 2.30 -4.40 -1.73
C -2.88 4.01 -3.20
C 1.51 7.83 -0.19
H 3.54 -6.12 -0.39
C -1.21 -2.37 5.77
H 2.18 5.29 5.58
H -1.88 4.87 -0.77
H -3.29 -2.42 3.22
C 0.05 -4.66 -3.19
H -1.15 1.34 1.72
H -1.92 -2.64 -3.51
H 3.79 2.48 -3.20
H -0.15 -1.55 1.32
O 0.18 -7.89 3.07
H 1.01 8.22 -2.36
H 5.32 1.76 -3.72
H 0.15 -6.03 0.11
H -0.37 3.40 -2.03
C 4.37 1.56 -3.21
C 0.27 5.98 1.08
O 3.67 7.13 -1.12
H -4.59 -0.53 -2.15
O 4.12 -1.26 -2.22
C 4.58 -1.14 -5.89
H -0.97 -4.45 -1.28
H -0.62 -5.37 -3.68
C 1.18 4.90 0.44
C -2.42 3.08 -1.96
H -0.18 -7.48 0.63
C 4.08 -5.22 -0.09
H -3.17 -0.49 -4.40
H 2.25 0.08 -5.62
H -3.92 -2.15 5.51
C -0.31 -0.57 0.87
H 6.49 0.14 -4.40
H -2.76 -5.26 1.31
H -6.59 1.61 4.78
N -4.77 -0.11 2.35
H 6.59 -1.06 -3.15
H -0.48 7.87 0.65
H 4.55 -5.38 0.88
C -4.97 0.72 3.58
C -5.00 -1.54 2.28
H -2.26 0.07 1.78
H 0.06 2.83 5.63
H 1.50 -0.05 1.73
H 1.00 -3.03 -1.47
H 1.84 -1.92 5.26
H -5.59 -1.73 5.23
H -0.84 -2.29 6.79
H 1.08 -4.45 0.33
N 0.10 -2.68 -1.76
C -4.30 2.21 -4.10
H -5.24 2.69 -3.82
H 4.69 1.40 -2.18
H 1.66 1.57 -3.18
H 6.95 -4.55 -1.75
H 2.87 3.28 -0.40
H 3.08 8.73 1.02
N 2.44 6.68 -0.60
C 3.08 0.70 -5.29
H -0.90 -0.03 2.88
H 5.44 -1.40 -6.51
H -2.39 -2.55 -1.97
H -7.06 -1.66 3.09
H -2.06 -4.67 2.89
O -3.25 1.16 -0.71
H 0.55 9.49 -1.23
H 1.61 9.66 1.19
H -1.29 3.74 4.62
```

ΔE to the lowest compared entry with this formula, charge and spin = 87.6 kcal/mol
Multiplicity = 1
Orbital gap = 8.57 eV
SMILES = CC1(C)CCCC(C)(C)N1O.CC1(C)CCCC(C)(C)N1O.CC1(C)CCCC(C)(C)N1O.CC1(C)CCCC(C)(C)N1O.COC[C@H](C)N.COC[C@H](C)N.COC[C@H](C)N.CC(C)O.CC(C)O.CC(C)O
E = -3386.8981 Eh